1.
Here is 12 unconnected molecules or ions with the total composition C24H76N4O16 in a non-equilibrium geometry from the OMol25 dataset. Energies are from wB97M-V/def2-TZVPD.

Last columns: bonded neighbours and bond lengths (Å).
Positions of all 120 atoms, in Å:
1 O 0.33 -1.10 0.66  H60 0.957, H86 0.957
2 O 6.83 2.21 -1.95  C39 1.447, C41 1.470
3 O 3.31 1.52 2.64  C29 1.394, C43 1.440
4 O 3.59 -3.93 -1.47  H90 0.957, H116 0.957
5 O 0.85 0.56 -4.71  C33 1.450, C37 1.422
6 O 2.74 1.54 -0.50  H71 0.957, H118 0.957
7 O 1.53 -4.77 0.18  H67 0.957, H92 0.957
8 O 1.04 -3.46 2.56  H94 0.957, H115 0.957
9 O 2.90 -0.95 -1.37  H56 0.957, H78 0.957
10 O -1.83 4.40 1.72  C35 1.374, C40 1.434
11 O -4.68 -2.03 0.69  C22 1.429, C31 1.474
12 O -1.76 -2.70 -4.16  C21 1.462, C34 1.417
13 O 3.10 -3.61 4.47  H68 0.957, H107 0.957
14 O 3.25 -0.82 -4.12  H64 0.957, H97 0.957
15 O -3.11 0.14 4.34  C26 1.435, C27 1.458
16 O -6.35 2.22 0.44  C23 1.442, C28 1.452
17 N -0.22 -0.47 -2.15  C36 1.489, C44 1.469, H117 1.010
18 N -2.11 -1.52 2.01  C24 1.412, C30 1.459, H52 1.010
19 N 5.65 1.52 0.82  C38 1.477, C42 1.454, H98 1.010
20 N -3.30 2.74 -0.28  C25 1.448, C32 1.469, H84 1.010
21 C -1.19 -2.76 -2.81  O12 1.462, C36 1.515, H45 1.090, H58 1.090
22 C -3.84 -3.04 1.22  O11 1.429, C30 1.556, H63 1.090, H95 1.090
23 C -7.33 2.36 -0.61  O16 1.442, H50 1.090, H57 1.090, H112 1.090
24 C -1.85 -1.71 3.38  N18 1.412, C26 1.539, H47 1.090, H53 1.090
25 C -2.37 2.26 0.72  N20 1.448, C40 1.524, H106 1.090, H113 1.090
26 C -1.79 -0.41 4.20  O15 1.435, C24 1.539, H72 1.090, H82 1.090
27 C -3.24 1.22 5.32  O15 1.458, H73 1.090, H79 1.090, H102 1.090
28 C -5.32 1.23 0.21  O16 1.452, C32 1.533, H89 1.090, H104 1.090
29 C 2.04 1.14 3.09  O3 1.394, H54 1.090, H62 1.090, H91 1.090
30 C -2.32 -2.68 1.17  N18 1.459, C22 1.556, H109 1.090, H120 1.090
31 C -5.99 -2.59 0.31  O11 1.474, H46 1.090, H66 1.090, H81 1.090
32 C -4.21 1.69 -0.75  N20 1.469, C28 1.533, H70 1.090, H99 1.090
33 C -0.58 0.44 -4.46  O5 1.450, C44 1.539, H100 1.090, H108 1.090
34 C -1.08 -3.42 -5.17  O12 1.417, H49 1.090, H51 1.090, H88 1.090
35 C -1.10 5.50 1.32  O10 1.374, H77 1.090, H87 1.090, H93 1.090
36 C 0.02 -1.88 -2.55  N17 1.489, C21 1.515, H96 1.090, H110 1.090
37 C 1.35 1.88 -4.54  O5 1.422, H48 1.090, H61 1.090, H101 1.090
38 C 6.81 2.36 0.47  N19 1.477, C39 1.517, H65 1.090, H76 1.090
39 C 6.61 3.11 -0.83  O2 1.447, C38 1.517, H83 1.090, H119 1.090
40 C -1.27 3.25 1.08  O10 1.434, C25 1.524, H59 1.090, H74 1.090
41 C 5.68 1.47 -2.49  O2 1.470, H75 1.090, H85 1.090, H103 1.090
42 C 5.71 1.03 2.18  N19 1.454, C43 1.542, H69 1.090, H80 1.090
43 C 4.36 0.54 2.72  O3 1.440, C42 1.542, H105 1.090, H111 1.090
44 C -1.09 0.34 -3.01  N17 1.469, C33 1.539, H55 1.090, H114 1.090
45 H -0.99 -3.79 -2.52  C21 1.090
46 H -6.57 -2.79 1.21  C31 1.090
47 H -0.94 -2.26 3.62  C24 1.090
48 H 0.93 2.46 -3.72  C37 1.090
49 H -1.52 -3.25 -6.16  C34 1.090
50 H -7.75 1.41 -0.94  C23 1.090
51 H -1.43 -4.42 -4.93  C34 1.090
52 H -3.06 -1.17 1.96  N18 1.010
53 H -2.57 -2.39 3.84  C24 1.090
54 H 1.32 1.94 3.24  C29 1.090
55 H -2.09 -0.07 -2.94  C44 1.090
56 H 2.38 -1.28 -0.64  O9 0.957
57 H -6.84 2.74 -1.50  C23 1.090
58 H -2.07 -2.47 -2.23  C21 1.090
59 H -0.67 3.37 0.18  C40 1.090
60 H -0.48 -1.15 1.17  O1 0.957
61 H 2.44 1.90 -4.64  C37 1.090
62 H 1.57 0.45 2.39  C29 1.090
63 H -4.14 -3.38 2.21  C22 1.090
64 H 2.41 -0.37 -4.24  O14 0.957
65 H 7.69 1.74 0.31  C38 1.090
66 H -6.53 -1.91 -0.34  C31 1.090
67 H 2.03 -4.30 -0.49  O7 0.957
68 H 2.63 -4.44 4.56  O13 0.957
69 H 6.46 0.25 2.28  C42 1.090
70 H -3.60 0.82 -0.99  C32 1.090
71 H 2.71 1.79 0.43  O6 0.957
72 H -1.17 0.31 3.66  C26 1.090
73 H -4.25 1.61 5.28  C27 1.090
74 H -0.61 2.70 1.75  C40 1.090
75 H 4.99 1.16 -1.70  C41 1.090
76 H 6.94 2.95 1.38  C38 1.090
77 H -0.88 5.56 0.25  C35 1.090
78 H 3.12 -0.05 -1.12  O9 0.957
79 H -3.09 0.92 6.35  C27 1.090
80 H 6.03 1.81 2.88  C42 1.090
81 H -5.84 -3.51 -0.27  C31 1.090
82 H -1.32 -0.48 5.18  C26 1.090
83 H 5.62 3.52 -0.98  C39 1.090
84 H -3.88 3.41 0.21  N20 1.010
85 H 5.05 2.16 -3.06  C41 1.090
86 H 0.05 -0.79 -0.20  O1 0.957
87 H -0.10 5.44 1.75  C35 1.090
88 H 0.01 -3.39 -5.22  C34 1.090
89 H -5.84 0.40 -0.27  C28 1.090
90 H 3.46 -2.99 -1.64  O4 0.957
91 H 2.15 0.73 4.09  C29 1.090
92 H 1.51 -5.67 -0.13  O7 0.957
93 H -1.54 6.42 1.70  C35 1.090
94 H 0.64 -2.64 2.27  O8 0.957
95 H -4.00 -3.94 0.63  C22 1.090
96 H 0.57 -2.27 -1.69  C36 1.090
97 H 3.29 -1.03 -3.19  O14 0.957
98 H 4.79 2.04 0.87  N19 1.010
99 H -4.62 2.00 -1.71  C32 1.090
100 H -1.19 1.12 -5.06  C33 1.090
101 H 1.01 2.36 -5.46  C37 1.090
102 H -2.49 1.99 5.12  C27 1.090
103 H 5.98 0.68 -3.18  C41 1.090
104 H -4.92 0.95 1.18  C28 1.090
105 H 4.49 0.25 3.76  C43 1.090
106 H -1.84 1.37 0.38  C25 1.090
107 H 2.73 -3.21 3.68  O13 0.957
108 H -0.65 -0.57 -4.87  C33 1.090
109 H -2.12 -2.58 0.10  C30 1.090
110 H 0.67 -1.88 -3.41  C36 1.090
111 H 4.05 -0.40 2.25  C43 1.090
112 H -8.15 2.96 -0.21  C23 1.090
113 H -3.00 2.03 1.58  C25 1.090
114 H -1.13 1.31 -2.51  C44 1.090
115 H 1.20 -3.95 1.76  O8 0.957
116 H 4.33 -3.96 -0.87  O4 0.957
117 H 0.60 0.09 -1.96  N17 1.010
118 H 2.75 2.38 -0.97  O6 0.957
119 H 7.23 4.00 -0.93  C39 1.090
120 H -1.72 -3.55 1.44  C30 1.090

## Properties
2S+1: 1
SMILES: COCCNCCOC.COCCNCCOC.COCCNCCOC.COCCNCCOC.O.O.O.O.O.O.O.O
HOMO level: -8.7241 eV
energy relative to the best compared isomer or geometry (same formula, charge and spin): 0.0 kcal/mol
calculated total energy: -2382.6367 Eh
LUMO level: 0.2 eV

Results of the Löwdin charge analysis, in e, for atoms 1 through 4:
1 O -0.062
2 O -0.201
3 O -0.213
4 O -0.031



2.
Here is 14 unconnected molecules or ions with the total composition C24H76O26 in a non-equilibrium geometry from the OMol25 dataset. Energies are from wB97M-V/def2-TZVPD.

Last columns: bonded neighbours and bond lengths (Å).
Positions of all 126 atoms, in Å:
1 O 0.71 -1.07 1.05  C45 1.404, H93 0.952
2 O -1.42 0.95 3.01  C39 1.405, H97 0.983
3 O -2.25 3.88 -0.94  C44 1.420, H60 0.953
4 O 5.13 -2.30 2.23  C28 1.392, H62 0.924
5 O -3.81 0.32 2.17  H65 0.979, H90 0.973
6 O -0.70 1.30 -1.26  C42 1.421, H70 0.991
7 O 0.14 -2.65 3.70  C47 1.360, H73 0.976
8 O 2.93 -4.09 0.00  C33 1.440, H82 0.958
9 O 3.69 -0.61 -1.51  C49 1.456, H85 0.937
10 O 0.60 3.91 2.61  C35 1.418, H125 0.971
11 O 0.04 -4.96 6.43  C38 1.431, H98 0.974
12 O 1.56 -1.25 -2.83  C31 1.348, H71 0.979
13 O 4.27 4.33 -1.19  C40 1.387, H119 0.959
14 O -4.62 -2.48 -1.66  C32 1.401, H94 0.969
15 O 1.72 2.09 -2.39  C36 1.384, H75 0.980
16 O 7.33 -0.78 -2.17  C50 1.432, H109 0.960
17 O -0.91 -5.02 -0.15  C37 1.449, H59 0.946
18 O -1.89 -2.15 1.87  C48 1.394, H87 1.002
19 O -0.82 -0.97 -3.90  C46 1.432, H68 0.990
20 O -0.09 6.47 0.06  C43 1.415, H79 0.937
21 O -3.39 0.95 -1.89  C34 1.407, H89 0.983
22 O -4.14 2.60 0.67  C29 1.474, H112 0.978
23 O 0.77 -4.74 -2.66  C41 1.409, H123 0.998
24 O 2.12 -0.94 3.49  H72 0.985, H106 0.962
25 O -5.20 5.19 3.10  C30 1.419, H91 0.980
26 O -2.45 1.54 -5.96  C27 1.426, H51 0.962
27 C -2.28 0.26 -5.36  O26 1.426, C46 1.553, H86 1.078, H103 1.048
28 C 4.86 -3.27 1.27  O4 1.392, C33 1.507, H76 1.117, H121 1.090
29 C -4.53 3.94 1.13  O22 1.474, C30 1.489, H100 1.113, H104 1.066
30 C -4.71 3.95 2.61  O25 1.419, C29 1.489, H77 1.090, H105 1.107
31 C 1.50 -2.51 -2.36  O12 1.348, C41 1.501, H52 1.068, H83 1.101
32 C -3.93 -1.34 -2.08  O14 1.401, C34 1.479, H54 1.093, H117 1.132
33 C 3.39 -3.10 0.95  O8 1.440, C28 1.507, H69 1.096, H116 1.091
34 C -4.01 -0.13 -1.23  O21 1.407, C32 1.479, H92 1.093, H115 1.047
35 C 0.36 2.60 3.11  O10 1.418, C39 1.539, H99 1.061, H114 1.074
36 C 2.47 2.74 -1.43  O15 1.384, C40 1.544, H58 1.096, H67 1.062
37 C -0.76 -4.09 0.95  O17 1.449, C48 1.544, H102 1.068, H126 1.104
38 C 0.36 -3.72 5.78  O11 1.431, C47 1.516, H61 1.095, H113 1.135
39 C -0.96 2.16 2.46  O2 1.405, C35 1.539, H88 1.126, H122 1.118
40 C 3.61 3.53 -2.11  O13 1.387, C36 1.544, H107 1.055, H110 1.100
41 C 0.62 -3.43 -3.15  O23 1.409, C31 1.501, H53 1.071, H108 1.068
42 C -0.67 0.12 -0.48  O6 1.421, C45 1.494, H111 1.044, H118 1.102
43 C -1.33 5.82 -0.09  O20 1.415, C44 1.502, H64 1.134, H96 1.090
44 C -1.01 4.41 -0.50  O3 1.420, C43 1.502, H74 1.088, H95 1.092
45 C 0.70 -0.04 0.10  O1 1.404, C42 1.494, H81 1.106, H124 1.060
46 C -1.04 0.34 -4.44  O19 1.432, C27 1.553, H66 1.090, H84 1.097
47 C 0.04 -3.86 4.30  O7 1.360, C38 1.516, H55 1.044, H63 1.074
48 C -2.01 -3.19 0.95  O18 1.394, C37 1.544, H56 1.061, H57 1.090
49 C 4.94 -0.37 -2.20  O9 1.456, C50 1.546, H80 1.078, H120 1.116
50 C 6.11 -1.11 -1.50  O16 1.432, C49 1.546, H78 1.087, H101 1.090
51 H -2.02 1.50 -6.81  O26 0.962
52 H 1.43 -2.55 -1.29  C31 1.068
53 H -0.42 -3.21 -3.06  C41 1.071
54 H -4.49 -1.09 -2.98  C32 1.093
55 H 0.64 -4.55 3.80  C47 1.044
56 H -2.80 -3.76 1.36  C48 1.061
57 H -2.25 -2.78 -0.03  C48 1.090
58 H 2.81 2.08 -0.62  C36 1.096
59 H -0.55 -5.83 0.16  O17 0.946
60 H -2.52 4.32 -1.75  O3 0.953
61 H 1.44 -3.57 5.84  C38 1.095
62 H 4.72 -1.50 2.01  O4 0.924
63 H -0.96 -4.21 4.16  C47 1.074
64 H -1.95 6.38 -0.86  C43 1.134
65 H -3.57 1.11 1.65  O5 0.979
66 H -0.12 0.65 -4.95  C46 1.090
67 H 1.79 3.38 -0.93  C36 1.062
68 H 0.06 -1.07 -3.47  O19 0.990
69 H 3.14 -2.17 0.44  C33 1.096
70 H -1.62 1.30 -1.63  O6 0.991
71 H 2.33 -0.78 -2.45  O12 0.979
72 H 1.82 -0.77 2.57  O24 0.985
73 H -0.69 -2.38 3.26  O7 0.976
74 H -0.29 4.37 -1.32  C44 1.088
75 H 1.05 1.59 -1.89  O15 0.980
76 H 5.52 -2.97 0.42  C28 1.117
77 H -5.40 3.28 3.12  C30 1.090
78 H 6.17 -0.80 -0.46  C50 1.087
79 H 0.49 6.45 -0.67  O20 0.937
80 H 5.17 0.68 -2.29  C49 1.078
81 H 1.07 0.83 0.67  C45 1.106
82 H 3.04 -4.94 0.43  O8 0.958
83 H 2.52 -2.88 -2.57  C31 1.101
84 H -1.15 1.04 -3.60  C46 1.097
85 H 3.66 -0.35 -0.61  O9 0.937
86 H -3.20 0.03 -4.85  C27 1.078
87 H -2.79 -1.74 2.02  O18 1.002
88 H -1.79 2.90 2.60  C39 1.126
89 H -4.04 1.17 -2.59  O21 0.983
90 H -2.95 0.15 2.58  O5 0.973
91 H -6.05 5.44 2.69  O25 0.980
92 H -5.05 0.07 -0.97  C34 1.093
93 H -0.13 -0.96 1.50  O1 0.952
94 H -4.55 -3.20 -2.31  O14 0.969
95 H -0.57 3.86 0.33  C44 1.092
96 H -1.86 5.82 0.87  C43 1.090
97 H -1.33 1.02 3.99  O2 0.983
98 H 0.67 -5.09 7.15  O11 0.974
99 H 0.22 2.59 4.16  C35 1.061
100 H -3.73 4.70 0.95  C29 1.113
101 H 6.05 -2.19 -1.57  C50 1.090
102 H -0.84 -4.63 1.87  C37 1.068
103 H -2.13 -0.36 -6.20  C27 1.048
104 H -5.39 4.26 0.60  C29 1.066
105 H -3.73 3.67 3.03  C30 1.107
106 H 1.67 -1.77 3.69  O24 0.962
107 H 3.13 4.16 -2.81  C40 1.055
108 H 0.93 -3.33 -4.17  C41 1.068
109 H 7.33 0.17 -2.04  O16 0.960
110 H 4.28 2.87 -2.69  C40 1.100
111 H -1.40 0.27 0.25  C42 1.044
112 H -3.58 2.73 -0.12  O22 0.978
113 H -0.07 -2.79 6.26  C38 1.135
114 H 1.08 1.86 2.84  C35 1.074
115 H -3.62 -0.12 -0.26  C34 1.047
116 H 2.72 -3.21 1.80  C33 1.091
117 H -2.85 -1.53 -2.38  C32 1.132
118 H -0.79 -0.72 -1.19  C42 1.102
119 H 3.55 4.78 -0.75  O13 0.959
120 H 4.83 -0.79 -3.23  C49 1.116
121 H 5.20 -4.24 1.61  C28 1.090
122 H -0.89 2.15 1.34  C39 1.118
123 H 0.57 -4.78 -1.68  O23 0.998
124 H 1.43 -0.22 -0.65  C45 1.060
125 H 0.38 4.60 3.26  O10 0.971
126 H 0.23 -3.61 0.88  C37 1.104

## Properties
2S+1: 1
HOMO level: -9.4300 eV
energy relative to the best compared isomer or geometry (same formula, charge and spin): 69.4 kcal/mol
calculated total energy: -2915.9404 Eh
LUMO level: 0.2 eV

Results of the Löwdin charge analysis, in e, for atoms 1 through 4:
1 O -0.068
2 O -0.087
3 O -0.083
4 O -0.041



Which value of 2S+1 does entry 1 give? 1



What is the LUMO level in the first record? 0.2 eV



Number 1 is which compound? C24H76N4O16